<one>
15
Properties=species:S:1:pos:R:3 method="wB97M-V/def2-TZVPD" homo_ev=-7.556 total_charge=0 homo_lumo_gap_ev=8.30
C 1.8809 0.0976 0.3280
C 0.8919 -0.7521 -0.4760
C -0.1728 -0.0643 -1.2906
C -1.9825 0.0144 0.6743
O -1.0720 0.9164 0.0334
H 1.3573 0.6788 1.0959
H 2.3964 0.8088 -0.3292
H 2.6424 -0.5140 0.8279
H 1.4331 -1.3015 -1.2666
H 0.4607 -1.5415 0.1583
H 0.3138 0.8616 -1.6698
H -2.3735 -0.6880 -0.0673
H -1.4099 -0.5262 1.4289
H -2.7822 0.5808 1.1613
H -1.5835 1.4292 -0.6085

=====

<two>
15
Properties=species:S:1:pos:R:3 method="wB97M-V/def2-TZVPD" smiles="C=C(C)O.C" homo_ev=-8.902 total_charge=0 homo_lumo_gap_ev=9.81
C 0.7073 1.4680 1.4142
C 0.5613 0.0830 0.8635
C 1.4650 -0.5402 0.1052
C -1.4806 -0.6035 -1.9058
O -0.6378 -0.4558 1.2296
H 1.5405 1.9898 0.9388
H -0.2153 2.0305 1.2375
H 0.8735 1.4397 2.4963
H 2.4044 -0.0575 -0.1370
H 1.2991 -1.5402 -0.2896
H -1.1059 0.1329 -1.1946
H -0.8463 -0.6086 -2.7945
H -1.4637 -1.5968 -1.4460
H -2.5073 -0.3565 -2.1834
H -0.7165 -1.3338 0.8320

=====

<three>
15
Properties=species:S:1:pos:R:3 method="wB97M-V/def2-TZVPD" smiles="C=COCC.[H][H]" homo_ev=-8.661 total_charge=0 homo_lumo_gap_ev=9.82
C 1.8170 1.0000 -0.0046
C 0.8904 0.0511 -0.1859
O -0.2122 0.3449 -0.9038
C -1.3653 -0.4378 -0.6741
C -2.1437 0.1966 0.4569
H 2.9206 -0.8666 0.7668
H 1.5059 2.0277 -0.1208
H 2.8783 0.8303 0.0901
H 2.7778 -1.3754 0.2484
H 0.9084 -0.9728 0.1978
H -1.0927 -1.4833 -0.4561
H -1.9143 -0.4234 -1.6207
H -3.1078 -0.2928 0.6140
H -2.3052 1.2507 0.2096
H -1.5572 0.1507 1.3824

=====

Most stable: <two> (next structure +45.0 kcal/mol)

=====

<one>
10
Properties=species:S:1:pos:R:3 method="wB97M-V/def2-TZVPD" smiles="O=CNP(O)O" homo_ev=-9.835 total_charge=0 homo_lumo_gap_ev=10.41
C -1.9506 -0.1824 0.1752
N -0.6122 -0.1735 0.2668
O 1.5450 -0.3673 -1.2489
O 1.5767 0.4328 1.1497
O -2.7014 0.5360 -0.4462
P 0.7875 0.7777 -0.2467
H -2.2691 -1.0961 0.6559
H 1.8131 -0.2116 -2.2135
H 1.9618 1.3086 1.3439
H -0.1508 -1.0242 0.5640

=====

<two>
10
Properties=species:S:1:pos:R:3 method="wB97M-V/def2-TZVPD" homo_ev=-9.470 total_charge=0 homo_lumo_gap_ev=9.93
C 1.8989 0.5629 -0.0604
N -2.4733 -0.1714 -0.0797
O 1.1158 0.0981 -1.1806
O 1.4286 -0.3946 0.9642
O -1.1236 0.1384 0.2128
P 0.1496 -0.9180 -0.2003
H 2.9051 0.3362 -0.3155
H 1.5252 1.5486 0.3899
H -2.4293 -1.2018 -0.4744
H -2.9969 0.0016 0.7441

=====

Most stable: <one> (next structure +72.9 kcal/mol)

=====

<one>
10
Properties=species:S:1:pos:R:3 method="wB97M-V/def2-TZVPD" homo_ev=-9.632 total_charge=0 homo_lumo_gap_ev=7.68
C 2.0593 0.2088 -0.0137
N 0.8811 -0.2306 -0.1714
O -1.8801 1.5805 1.0232
O -2.1945 -0.7707 -0.1737
O -1.5622 -0.8236 2.1971
P -1.6362 0.1150 1.0735
H 2.4217 1.0463 0.6442
H -0.3193 -0.0864 0.3364
H -2.6795 -0.2724 -0.8744
H 0.5643 -0.8340 -0.9438

=====

<two>
10
Properties=species:S:1:pos:R:3 method="wB97M-V/def2-TZVPD" homo_ev="-8.373 / -7.733" total_charge=0 homo_lumo_gap_ev="7.97 / 7.64"
C -0.1295 0.4476 -0.9110
N 0.7570 0.8052 0.1691
O 1.2727 1.9436 0.2842
O 1.5540 -0.2509 0.6895
O -1.9570 -0.5773 0.7481
P -1.6110 0.9444 0.2151
H -0.0562 1.0785 -1.7190
H -0.4574 -0.6067 -1.1549
H 2.4855 -0.0103 0.9168
H -2.0832 -0.5482 1.6380

=====

Most stable: <one> (next structure +61.8 kcal/mol)

=====

<one>
9
Properties=species:S:1:pos:R:3 method="wB97M-V/def2-TZVPD" smiles="O=[N+]1CCO1" homo_ev="-17.924 / -17.762" total_charge=+1 homo_lumo_gap_ev="9.77 / 9.64"
C -0.5083 -0.5996 -0.0080
C 0.0329 0.8273 -0.0516
N -1.8142 0.1054 0.0359
O -3.1714 -0.2156 -0.0080
O -1.3186 1.3084 0.0286
H -0.2033 -1.3590 -0.8842
H -0.3036 -1.2087 0.9184
H 0.4528 1.2606 0.8954
H 0.6951 1.1587 -0.8867

=====

<two>
9
Properties=species:S:1:pos:R:3 method="wB97M-V/def2-TZVPD" smiles="[NH3+][C@H]1OC1=O" homo_ev=-15.375 total_charge=+1 homo_lumo_gap_ev=10.88
C -1.5154 -0.1915 0.3206
C -0.2222 0.5294 -0.1610
N 1.0941 -0.1256 -0.0457
O -2.1412 -0.5788 1.3704
O -1.1844 -0.2200 -0.8817
H -0.1696 1.6139 -0.3910
H 1.7222 0.2500 0.6507
H 1.3715 -0.1008 -1.0138
H 1.0450 -1.1766 0.1515

=====

Most stable: <two> (next structure +83.4 kcal/mol)

=====

<one>
13
Properties=species:S:1:pos:R:3 method="wB97M-V/def2-TZVPD" homo_ev="-8.379 / -8.378" total_charge=0 homo_lumo_gap_ev="8.35 / 8.35"
C 0.2912 -0.4955 0.3303
C 1.4487 0.3411 -0.1338
N -0.5231 -0.0316 1.4324
C -1.4297 0.2815 0.3859
N -0.8347 -1.1720 -1.3044
O -0.7982 -0.7038 -2.3523
O -2.3294 -0.4735 -0.0549
H -0.1508 0.7982 1.8846
H 0.5043 -1.5501 0.4738
H -1.4326 1.3458 0.1058
H 1.9443 -0.1263 -0.9855
H 2.1937 0.4516 0.6610
H 1.1163 1.3346 -0.4429

=====

<two>
13
Properties=species:S:1:pos:R:3 method="wB97M-V/def2-TZVPD" homo_ev=-9.200 total_charge=0 homo_lumo_gap_ev=9.83
C 0.3452 0.4794 1.4486
C -0.6132 0.7062 0.3548
C -0.4490 0.1191 -1.0075
N -0.0191 -1.1662 -1.0622
O -0.9002 -0.1320 1.4515
O 1.4507 -0.3151 1.2499
N -0.7673 0.8728 -1.9741
H 1.6760 -0.7659 2.0721
H 0.4778 1.2633 2.1944
H -1.1525 1.6485 0.3395
H 0.2332 -1.5685 -1.9480
H 0.3539 -1.5965 -0.2274
H -0.6355 0.4547 -2.8916

=====

Most stable: <two> (next structure +96.8 kcal/mol)

=====

<one>
13
Properties=species:S:1:pos:R:3 method="wB97M-V/def2-TZVPD" homo_ev=-8.596 total_charge=0 homo_lumo_gap_ev=7.62
C -0.4931 -0.3159 -0.5540
C 0.7466 -1.0764 -0.1069
C 2.0745 -0.7289 -0.1488
H 0.2474 1.6778 1.0823
H -1.0918 1.5513 -0.3727
H 0.4826 -2.1050 -0.1163
H 3.0361 -1.1330 0.1271
H 2.2146 0.4252 -0.2828
H -3.4347 -0.2025 1.0914
N -0.2724 1.0934 -0.5918
N -1.5909 -0.8615 0.0183
O 0.7795 1.6214 0.0732
O -2.6984 0.0541 -0.2189

=====

<two>
13
Properties=species:S:1:pos:R:3 method="wB97M-V/def2-TZVPD" smiles="NCC(=O)NC=O" homo_ev=-10.288 total_charge=0 homo_lumo_gap_ev=10.87
O 1.8713 0.6419 0.1452
C 0.7442 0.2657 0.2003
N -0.2939 0.9808 -0.4233
C -1.6724 0.7565 -0.3070
O -2.4164 0.8896 -1.2214
C 0.3273 -1.0268 0.9673
N 1.2104 -2.0852 0.4113
H 0.1874 1.6374 -1.0204
H -1.9114 0.5028 0.7308
H -0.7235 -1.1273 0.7136
H 0.3747 -1.0922 2.0551
H 2.1280 -1.6668 0.5715
H 1.2507 -2.8332 1.0927

=====

Most stable: <two> (next structure +210.5 kcal/mol)